Record 1
Formula: C5H6NS
Source: the Open Molecules 2025 dataset
Level of theory: ωB97M-V with the def2-TZVPD basis set

Structure (XYZ):
```
13
Properties=species:S:1:pos:R:3:nbo_charge:R:1
C 0.899 1.139 0.209 0.58
C 0.025 -0.936 0.207 -0.25
C 1.156 -1.569 0.052 0.04
C -0.362 0.503 0.457 -0.33
C -1.600 0.836 -0.413 -0.61
N 2.047 0.901 0.122 -0.42
S 3.121 -0.250 -0.106 0.44
H -0.699 -1.608 0.425 0.30
H 1.637 -2.407 -0.206 0.23
H -0.472 0.727 1.496 0.29
H -1.207 1.052 -1.405 0.24
H -2.235 1.620 -0.149 0.26
H -2.308 -0.009 -0.689 0.26
```

Computed properties:
HOMO level = -14.23 eV
electronic energy = -17595.1904 eV
molar mass = 112.177 g/mol
HOMO-LUMO gap = 8.532 eV
net charge = +1


Record 2
Formula: C5H6O
Source: the Open Molecules 2025 dataset
Level of theory: ωB97M-V with the def2-TZVPD basis set

Structure (XYZ):
```
12
Properties=species:S:1:pos:R:3:nbo_charge:R:1
C -1.744 -0.035 -0.284 -0.64
C -0.294 0.342 0.153 -0.35
C 0.794 -0.065 -0.857 0.49
O 0.440 -0.037 -2.001 -0.49
C 2.089 -0.305 -0.195 -0.10
C 2.146 -0.276 1.046 -0.23
H -2.421 0.208 0.539 0.22
H -1.872 -1.091 -0.554 0.22
H -2.113 0.550 -1.149 0.24
H 0.604 0.030 1.296 0.18
H -0.272 1.435 0.234 0.22
H 2.725 -0.383 1.933 0.25
```

Computed properties:
HOMO level (alpha / beta) = -9.51 / -9.51 eV
electronic energy = -7324.2944 eV
molar mass = 82.102 g/mol
HOMO-LUMO gap (alpha / beta) = 8.822 / 8.823 eV


Record 3
Formula: C5H6O
Source: the Open Molecules 2025 dataset
Level of theory: ωB97M-V with the def2-TZVPD basis set

Structure (XYZ):
```
12
Properties=species:S:1:pos:R:3:nbo_charge:R:1
C 0.629 1.800 0.186 -0.66
C 0.165 0.388 0.047 0.29
C -0.044 -0.429 -1.018 -0.33
C -0.560 -1.660 -0.493 -0.31
C -0.617 -1.495 0.850 0.07
O -0.181 -0.256 1.194 -0.41
H 1.506 1.992 -0.439 0.23
H 0.890 2.006 1.227 0.23
H -0.154 2.505 -0.115 0.23
H 0.140 -0.184 -2.056 0.23
H -0.848 -2.540 -1.053 0.23
H -0.926 -2.126 1.671 0.20
```

Computed properties:
HOMO level = -8.46 eV
electronic energy = -7329.0920 eV
molar mass = 82.102 g/mol
SMILES = Cc1ccco1
HOMO-LUMO gap = 9.608 eV


Record 4
Formula: C5H6O
Source: the Open Molecules 2025 dataset
Level of theory: ωB97M-V with the def2-TZVPD basis set

Structure (XYZ):
```
12
Properties=species:S:1:pos:R:3:nbo_charge:R:1
C 1.610 -0.524 0.119 -0.61
C 0.344 0.010 -0.547 -0.51
C -0.594 0.614 0.483 0.62
C -2.501 -0.209 -0.018 0.19
C -2.099 0.999 0.146 -0.63
O -0.225 1.010 1.555 -0.50
H 1.978 0.206 0.844 0.23
H 1.404 -1.454 0.659 0.22
H 2.395 -0.718 -0.616 0.22
H -0.148 -0.740 -1.178 0.24
H 0.583 0.851 -1.214 0.24
H -2.402 2.025 0.325 0.30
```

Computed properties:
HOMO level = -10.38 eV
electronic energy = -7325.4919 eV
molar mass = 82.102 g/mol
HOMO-LUMO gap = 9.749 eV


Record 5
Formula: C5H6O
Source: the Open Molecules 2025 dataset
Level of theory: ωB97M-V with the def2-TZVPD basis set

Structure (XYZ):
```
12
Properties=species:S:1:pos:R:3:nbo_charge:R:1
C -0.057 -1.488 -0.289 -0.60
C -0.500 -0.465 -1.346 -0.49
C -0.072 0.772 -0.699 0.11
C 0.097 1.107 0.463 -0.16
C 0.529 1.825 1.616 0.36
O 0.525 1.455 2.767 -0.49
H 1.025 -1.503 -0.141 0.21
H -0.362 -0.886 0.673 0.23
H -0.351 -2.517 -0.585 0.21
H -1.595 -0.424 -1.396 0.24
H -0.135 -0.683 -2.350 0.23
H 0.896 2.807 1.286 0.14
```

Computed properties:
HOMO level = -10.20 eV
electronic energy = -7326.0847 eV
molar mass = 82.102 g/mol
SMILES = CCC#CC=O
HOMO-LUMO gap = 10.426 eV


Record 6
Formula: C5H6O
Source: the Open Molecules 2025 dataset
Level of theory: ωB97M-V with the def2-TZVPD basis set

Structure (XYZ):
```
12
Properties=species:S:1:pos:R:3:nbo_charge:R:1
O 0.290 0.081 2.402 -0.52
C 0.189 0.034 1.202 0.63
C 0.395 1.148 0.173 -0.56
C -0.494 0.708 -0.970 -0.19
C -0.715 -0.607 -0.899 -0.19
C 0.002 -1.187 0.301 -0.56
H 1.436 0.964 -0.126 0.23
H 0.336 2.177 0.527 0.24
H -0.833 1.375 -1.759 0.22
H -1.268 -1.207 -1.617 0.22
H -0.378 -2.098 0.761 0.24
H 1.039 -1.387 0.005 0.23
```

Computed properties:
HOMO level = -9.67 eV
electronic energy = -7328.7990 eV
molar mass = 82.102 g/mol
SMILES = O=C1CC=CC1
HOMO-LUMO gap = 10.555 eV


Record 7
Formula: C5H6O
Source: the Open Molecules 2025 dataset
Level of theory: ωB97M-V with the def2-TZVPD basis set

Structure (XYZ):
```
12
Properties=species:S:1:pos:R:3:nbo_charge:R:1
C 1.193 -0.530 -0.042 -0.42
C -0.179 -0.500 0.615 -0.25
C -0.476 1.002 0.551 0.03
O -1.837 0.805 0.076 -0.50
C -1.053 -0.210 -0.610 0.03
C 0.034 0.854 -0.906 -0.20
H 1.444 -1.424 -0.624 0.22
H 2.045 -0.184 0.555 0.22
H -0.475 -1.157 1.446 0.20
H -0.288 1.796 1.276 0.20
H -1.563 -0.891 -1.293 0.20
H 1.156 0.439 -1.044 0.29
```

Computed properties:
HOMO level = -8.28 eV
electronic energy = -7322.4719 eV
molar mass = 82.102 g/mol
HOMO-LUMO gap = 8.943 eV


Record 8
Formula: C5H6O
Source: the Open Molecules 2025 dataset
Level of theory: ωB97M-V with the def2-TZVPD basis set

Structure (XYZ):
```
12
Properties=species:S:1:pos:R:3:nbo_charge:R:1
C -0.336 2.495 1.069 -0.25
C -0.314 1.618 0.241 -0.03
C -0.161 0.626 -0.751 -0.49
C 0.235 -0.653 -0.533 0.43
C -0.067 -1.502 0.656 -0.69
O 0.895 -1.212 -1.569 -0.65
H -0.392 3.254 1.812 0.23
H -0.443 0.859 -1.777 0.23
H 0.503 -2.434 0.683 0.23
H -1.137 -1.747 0.629 0.24
H 0.102 -0.927 1.570 0.25
H 1.114 -0.376 -2.030 0.49
```

Computed properties:
HOMO level = -8.12 eV
electronic energy = -7326.7592 eV
molar mass = 82.102 g/mol
SMILES = C#C/C=C(\C)O
HOMO-LUMO gap = 8.980 eV


Record 9
Formula: C5H6O
Source: the Open Molecules 2025 dataset
Level of theory: ωB97M-V with the def2-TZVPD basis set

Structure (XYZ):
```
12
Properties=species:S:1:pos:R:3:nbo_charge:R:1
C -0.028 0.500 -1.883 -0.66
C 0.132 0.498 -0.371 0.39
O 1.308 0.528 0.229 -0.49
C -0.847 0.022 0.452 -0.35
C -0.275 -0.560 1.595 -0.27
C 1.055 -0.698 1.583 0.03
H 0.230 1.411 -2.428 0.23
H -1.056 0.211 -2.146 0.22
H 0.623 -0.305 -2.245 0.24
H -1.905 -0.009 0.284 0.22
H -0.911 -0.723 2.444 0.24
H 1.673 -0.875 2.485 0.22
```

Computed properties:
HOMO level = -8.44 eV
electronic energy = -7326.3705 eV
molar mass = 82.102 g/mol
HOMO-LUMO gap = 9.119 eV


Record 10
Formula: C5H6O
Source: the Open Molecules 2025 dataset
Level of theory: ωB97M-V with the def2-TZVPD basis set

Structure (XYZ):
```
12
Properties=species:S:1:pos:R:3:nbo_charge:R:1
C 0.470 -0.244 1.170 0.00
C 0.788 -0.213 2.437 -0.41
C 0.484 1.170 -1.739 0.29
C -0.195 -0.371 0.061 -0.20
C -0.385 0.141 -2.095 -0.34
O 1.707 1.043 -1.744 -0.57
H 1.670 -0.790 2.866 0.23
H 0.286 0.465 2.997 0.22
H 0.017 1.969 -1.129 0.13
H -1.415 0.307 -2.354 0.21
H -1.125 -0.932 0.050 0.21
H -0.025 -0.714 -2.846 0.23
```

Computed properties:
HOMO level = -9.18 eV
electronic energy = -7323.6717 eV
molar mass = 82.102 g/mol
HOMO-LUMO gap = 8.310 eV


Record 11
Formula: C5H6O
Source: the Open Molecules 2025 dataset
Level of theory: ωB97M-V with the def2-TZVPD basis set

Structure (XYZ):
```
12
Properties=species:S:1:pos:R:3:nbo_charge:R:1
O -2.087 -0.162 -0.156 -0.53
C -0.868 -0.048 0.022 0.58
C 0.198 -1.214 0.106 -0.55
C 1.567 -0.590 -0.037 -0.20
C 1.363 0.766 -0.172 -0.20
C -0.143 1.205 0.132 -0.55
H 0.125 -1.663 1.145 0.24
H -0.002 -1.924 -0.740 0.25
H 2.559 -1.158 -0.130 0.24
H 2.058 1.645 -0.182 0.22
H -0.443 2.196 -0.494 0.26
H -0.302 1.489 1.340 0.25
```

Computed properties:
HOMO level = -9.56 eV
electronic energy = -7327.7436 eV
molar mass = 82.102 g/mol
SMILES = O=C1CC=CC1
HOMO-LUMO gap = 10.358 eV


Record 12
Formula: C5H6O
Source: the Open Molecules 2025 dataset
Level of theory: ωB97M-V with the def2-TZVPD basis set

Structure (XYZ):
```
12
Properties=species:S:1:pos:R:3:nbo_charge:R:1
C -1.978 0.300 -0.152 -0.59
C -0.933 -0.819 -0.253 -0.49
C 0.438 -0.343 -0.066 0.10
C 1.556 0.075 0.119 -0.16
C 2.901 0.535 0.403 0.37
O 3.157 1.620 0.873 -0.49
H -2.078 0.653 0.879 0.22
H -1.692 1.154 -0.771 0.22
H -2.952 -0.062 -0.495 0.21
H -1.004 -1.336 -1.217 0.24
H -1.116 -1.584 0.513 0.24
H 3.701 -0.193 0.167 0.13
```

Computed properties:
HOMO level = -10.35 eV
electronic energy = -7327.5133 eV
molar mass = 82.102 g/mol
SMILES = CCC#CC=O
HOMO-LUMO gap = 10.712 eV


Which of these has the highest electronic energy? number 7


The lowest electronic energy belongs to which entry? C5H6NS